# 1
2 unconnected molecules or ions with the total composition C4H12NO2. Source: OMol25; level of theory: ωB97M-V with the def2-TZVPD basis set.

Positions of all 19 atoms, in Å:
C1 0.0789 -2.0482 0.1522
O1 -0.1308 -2.2286 1.4640
C2 0.0473 -0.5565 -0.2486
C3 0.8465 -0.1369 -1.4912
C4 0.2126 1.0870 -2.1785
N1 0.2040 0.3629 0.9253
H1 -0.6785 -2.5106 -0.5305
H2 1.0482 -2.4328 -0.2961
H3 -0.9888 -0.3127 -0.5648
H4 0.7163 -0.9671 -2.1913
H5 1.9159 -0.0598 -1.2888
H6 -0.8511 0.8806 -2.3014
H7 0.2081 1.9361 -1.4871
H8 0.7108 1.3866 -3.1011
H9 1.1946 0.4375 1.1182
H10 -0.2487 -0.3080 1.5896
H11 -0.6417 3.1502 1.9088
H12 -0.7929 1.8325 1.0983
O2 -1.2151 2.7339 1.2397

Values from the calculation:
Relative energy (zero: lowest compared OMol25 entry of this formula, charge and spin)   58.6 kJ/mol
LUMO level   4.0 eV
Total charge   -1
Electronic energy   -364.8332 hartree
HOMO   -2.9 eV
Frontier orbital gap   6.850 eV

Charge distribution, Mulliken scheme, values in e: -0.41, -0.93, 0.17, -0.48, -1.21, -0.64, 0.15, 0.14, 0.08, 0.31, 0.36, 0.32, 0.25, 0.37, 0.20, 0.27, 0.27, 0.51, -0.76

***

# 2
2 unconnected molecules or ions with the total composition C4H12NO2. Source: OMol25; level of theory: ωB97M-V with the def2-TZVPD basis set.

Positions of all 19 atoms, in Å:
C1 0.2042 1.2103 0.1497
N1 -0.8923 0.4186 0.7027
C2 -2.1111 0.5474 -0.0903
O1 -2.0589 -0.1122 -1.3177
C3 1.5639 0.7157 0.5953
C4 1.8930 -0.6839 0.1481
H1 0.1009 1.2847 -0.9325
H2 0.0774 2.2018 0.5510
H3 -0.6612 -0.5720 0.6287
H4 -2.9303 0.1642 0.5283
H5 -2.2982 1.6077 -0.2964
H6 1.5974 0.8050 1.6697
H7 2.3217 1.3977 0.2293
H8 1.9597 -0.7167 -0.9471
H9 2.8150 -1.0754 0.5353
H10 1.0961 -1.3837 0.4056
H11 -0.2744 -2.6419 -1.0083
H12 -1.5090 -0.9660 -1.1366
O2 -0.8939 -2.2013 -0.4147

Values from the calculation:
Relative energy (zero: lowest compared OMol25 entry of this formula, charge and spin)   18.1 kJ/mol
LUMO level   4.1 eV
Total charge   -1
Electronic energy   -364.8486 hartree
HOMO   -3.8 eV
Frontier orbital gap   7.892 eV

Charge distribution, Mulliken scheme, values in e: -0.48, -0.54, -0.50, -0.61, -0.53, -1.03, 0.39, 0.29, 0.36, 0.29, 0.35, 0.30, 0.31, 0.24, 0.35, 0.28, 0.16, 0.42, -1.06

***

# 3
2 unconnected molecules or ions with the total composition C4H12NO2. Source: OMol25; level of theory: ωB97M-V with the def2-TZVPD basis set.

Positions of all 19 atoms, in Å:
C1 0.6179 -0.1577 0.7063
O1 0.3195 1.2116 0.3671
C2 0.6786 -1.4265 -0.1951
C3 -0.8077 -1.8590 -0.4675
C4 -1.6058 -1.0159 -1.4322
N1 -1.0531 0.3303 -1.6430
H1 -0.2399 -0.4007 1.3012
H2 1.5615 -0.0967 1.2670
H3 1.1628 -2.1640 0.5224
H4 1.4986 -1.2144 -0.8684
H5 -1.4633 -1.7414 0.4195
H6 -0.7526 -2.9599 -0.7234
H7 -1.4406 -1.5714 -2.3772
H8 -2.4872 -0.7573 -0.9268
H9 -0.6487 0.7020 -0.7042
H10 -0.1599 0.2472 -2.1921
H11 0.8568 2.0688 1.3640
H12 1.4258 1.9112 2.8164
O2 1.5254 2.5908 2.1246

Values from the calculation:
Relative energy (zero: lowest compared OMol25 entry of this formula, charge and spin)   210.9 kJ/mol
LUMO level (alpha / beta)   6.7 / 6.6 eV
Total charge   -2
<S²>   0.7508
Multiplicity   2
Electronic energy   -364.6209 hartree
HOMO (alpha / beta)   4.2 / -0.7 eV
Frontier orbital gap (alpha / beta)   2.471 / 7.298 eV

Charge distribution, Mulliken scheme, values in e: -0.68, -0.69, -1.85, -2.02, -3.06, -0.68, 0.29, 0.26, 0.67, 0.73, 0.12, 2.09, 1.21, 0.96, 0.44, 0.30, 0.46, 0.24, -0.79

***

# 4
3 unconnected molecules or ions with the total composition C4H12NO2. Source: OMol25; level of theory: ωB97M-V with the def2-TZVPD basis set.

Positions of all 19 atoms, in Å:
C1 1.2065 0.0015 -1.7635
C2 -0.2999 0.0277 -1.2901
C3 -1.2596 -0.8385 -1.7105
C4 0.3457 1.3369 0.6992
N1 -0.4716 0.5052 0.0851
H1 1.7092 0.9333 -2.0088
H2 1.2206 -0.6727 -2.6401
H3 1.8053 -0.5255 -1.0021
H4 -2.0909 -1.3289 -1.1592
H5 -1.2281 -1.0580 -2.7690
H6 -0.2359 1.9126 1.4618
H7 1.3735 1.4707 0.8860
H8 -1.2052 0.1819 0.7093
H9 3.2148 -0.0968 1.8243
H10 2.3985 -1.2122 1.5539
O1 2.4448 -0.2626 1.3799
H11 -3.2666 0.5265 2.2080
H12 -2.7958 -0.8342 1.9967
O2 -2.8651 -0.0671 1.5391

Values from the calculation:
Relative energy (zero: lowest compared OMol25 entry of this formula, charge and spin)   363.9 kJ/mol
LUMO level   -5.0 eV
Total charge   +1
Electronic energy   -364.4966 hartree
HOMO   -13.7 eV
Frontier orbital gap   8.729 eV

Charge distribution, Mulliken scheme, values in e: -1.08, 0.66, -0.75, -0.18, 0.05, 0.34, 0.37, 0.30, 0.25, 0.28, 0.26, 0.34, 0.19, 0.27, 0.28, -0.54, 0.31, 0.31, -0.66

***

# 5
2 unconnected molecules or ions with the total composition C4H12NO2. Source: OMol25; level of theory: ωB97M-V with the def2-TZVPD basis set.

Positions of all 19 atoms, in Å:
C1 1.1033 -0.5748 0.3795
C2 -0.8055 -1.0833 -1.0144
C3 0.5071 1.0809 -1.2086
C4 -1.3838 0.7587 1.5779
N1 -0.0093 -0.0666 -0.3783
O1 -1.1599 -0.3642 2.1766
O2 -0.7726 1.8430 1.7737
H1 1.5116 0.2191 0.9496
H2 0.6875 -1.2800 1.1335
H3 1.8850 -1.0815 -0.0476
H4 -0.9901 -1.8656 -0.2188
H5 -1.8310 -0.5494 -1.1828
H6 -0.2981 -1.4802 -2.0502
H7 -0.3242 1.3887 -1.7964
H8 1.0504 1.7882 -0.6373
H9 1.2821 0.5979 -1.7931
H10 -2.2015 0.8435 0.9809
H11 -0.3527 -0.5602 2.6613
H12 -0.1182 1.8677 2.3873

Values from the calculation:
Relative energy (zero: lowest compared OMol25 entry of this formula, charge and spin)   375.6 kJ/mol
LUMO level   -4.3 eV
Total charge   +1
Electronic energy   -364.4922 hartree
HOMO   -13.1 eV
Frontier orbital gap   8.819 eV

Charge distribution, Mulliken scheme, values in e: -1.17, -0.84, -1.04, 0.20, 0.21, -0.38, -0.28, 0.43, 0.26, 0.46, 0.31, 0.27, 0.27, 0.35, 0.31, 0.40, 0.48, 0.39, 0.36